(1)
# C37H73BrN3O15PS

A 3-piece molecular cluster, C37H73BrN3O15PS overall (ωB97M-V/def2-TZVPD, the OMol25 dataset).

```
131
Properties=species:S:1:pos:R:3:forces:R:3:mulliken_charge:R:1
C -2.363863 -2.783941 2.212332 -0.1 -0.1 -0.2 -1.438
C -2.315062 -1.777400 1.081314 0.0 -0.2 0.1 0.879
O -3.356450 -0.788411 1.266186 0.0 0.0 -0.1 -0.504
P -2.884803 0.723020 1.349861 0.1 0.0 0.3 0.761
O -1.833572 0.996065 2.351012 -0.1 0.0 -0.2 -0.606
C -2.366535 1.182440 -0.321684 0.0 0.2 -0.2 0.234
C -1.194974 2.185852 -0.312846 -0.1 -0.1 0.1 -0.618
C 0.124334 1.607656 -0.864866 -0.1 -0.1 0.2 -1.247
C 0.660880 2.321905 -2.097395 -0.3 0.3 0.2 -0.208
Br 2.285626 1.237244 -2.619733 0.2 0.0 -0.1 -0.136
O 1.028733 3.641667 -1.870935 0.3 -0.2 -0.2 0.209
C 1.917385 3.923335 -0.784031 0.2 0.0 0.4 0.719
C 1.136924 4.341303 0.476410 0.2 0.2 0.2 -0.830
C 1.509887 3.549087 1.721948 -0.3 0.1 -0.1 -0.706
O 2.937349 3.504137 1.889603 0.1 -0.3 0.4 -0.422
C 3.544064 2.301040 1.716397 -0.2 -0.1 -0.2 0.660
O 3.036968 1.400380 1.093478 0.1 0.1 0.3 -0.490
C 4.898768 2.236565 2.366915 0.3 0.5 -0.4 0.337
C 5.994317 1.839384 1.364150 -0.1 -0.2 0.0 -1.245
C 2.865834 5.056523 -1.181197 -0.3 0.1 -0.3 -1.624
C 3.609697 4.914358 -2.518033 0.0 0.1 0.1 -0.271
S 5.386338 4.609478 -2.235281 0.1 -0.1 0.1 -0.265
C 5.708753 3.237078 -3.249542 0.0 0.1 0.0 0.632
N 6.600009 2.332729 -3.052943 0.0 -0.1 0.1 -0.354
N 6.541585 1.487753 -4.163095 0.2 0.0 0.1 -0.438
C 5.628585 1.960993 -4.916628 -0.1 -0.1 -0.3 0.014
O 5.056206 3.084212 -4.428894 -0.2 0.1 0.0 -0.235
C -0.298974 2.325480 -3.320955 0.2 0.0 -0.2 -0.645
C -1.074943 3.634235 -3.521035 -0.2 0.0 0.0 -1.116
C -0.383351 4.562689 -4.520372 0.4 -0.1 0.0 -0.422
C -0.534871 4.152645 -6.000034 -0.1 0.1 -0.1 -0.788
O -1.641125 3.269830 -6.192817 0.0 0.0 0.1 -0.525
O -1.208029 1.243498 -3.240291 0.0 0.0 0.0 -0.283
C -0.841022 0.090463 -3.971393 0.0 -0.2 0.1 -0.171
C -2.048987 -0.837031 -4.051594 0.2 -0.1 0.0 -1.261
C -2.222045 -1.741093 -2.848951 -0.1 0.1 0.0 0.037
N -1.367712 -2.550027 -2.387571 0.1 0.1 0.0 -0.361
O -4.297202 1.398738 1.647144 0.1 -0.1 -0.3 -0.498
C -4.570833 2.758378 1.280914 -0.2 0.2 0.2 -0.103
C -3.736588 3.778297 2.064934 0.0 -0.1 0.1 -0.942
H -3.216224 -3.455658 2.087655 0.0 0.1 0.1 0.329
H -2.461445 -2.271403 3.168686 0.1 0.0 0.0 0.411
H -1.460376 -3.395988 2.202591 0.0 0.1 0.1 0.338
H -1.333655 -1.296540 1.030568 -0.1 0.0 0.1 0.182
H -2.505405 -2.252580 0.119572 0.1 0.0 0.0 -0.580
H -3.216481 1.579723 -0.881557 0.0 -0.1 0.1 0.342
H -2.089211 0.267440 -0.850341 0.0 0.0 0.1 -0.728
H -1.485586 3.096423 -0.838567 0.0 -0.1 -0.1 0.032
H -1.025480 2.473935 0.725557 0.0 0.0 -0.1 0.637
H -0.009227 0.549533 -1.093955 0.0 0.1 -0.1 1.126
H 0.899547 1.632446 -0.096954 0.0 0.0 -0.1 0.401
H 2.506022 3.036777 -0.536381 -0.1 -0.1 -0.3 0.318
H 1.335860 5.399075 0.678113 -0.1 0.0 0.0 0.697
H 0.063704 4.254962 0.305333 0.1 0.0 0.0 0.208
H 1.100442 2.539158 1.705728 0.1 0.0 0.0 0.369
H 1.122036 4.049704 2.610787 0.0 0.0 0.0 0.522
H 4.831542 1.521035 3.188016 -0.1 0.0 0.0 -0.469
H 5.127823 3.221387 2.774011 -0.1 -0.1 0.2 0.303
H 6.415946 2.720420 0.878759 0.0 0.0 0.0 0.269
H 6.804695 1.301649 1.856822 0.0 0.1 0.0 0.436
H 5.595585 1.187268 0.585688 0.0 0.0 0.1 0.314
H 2.270416 5.975170 -1.225110 0.1 0.0 0.0 0.380
H 3.580860 5.171209 -0.362410 -0.1 0.1 0.0 0.584
H 3.541171 5.844542 -3.081814 0.0 -0.1 0.0 0.454
H 3.202409 4.125948 -3.145992 0.0 -0.1 0.1 0.013
H 5.270468 1.580663 -5.858623 0.0 0.0 0.0 0.424
H 0.331553 2.188509 -4.207623 -0.1 0.0 0.0 1.052
H -1.224423 4.174359 -2.587755 0.1 -0.1 0.0 0.281
H -2.056116 3.340000 -3.893077 0.0 0.1 0.0 0.717
H 0.687284 4.555181 -4.289196 -0.1 0.2 0.0 -0.154
H -0.704808 5.595192 -4.372381 -0.2 -0.1 0.0 0.569
H 0.384226 3.687751 -6.367906 0.0 -0.1 0.1 0.375
H -0.698506 5.049612 -6.605797 0.1 0.0 0.0 0.349
H -1.389176 2.585143 -6.815300 0.0 0.0 -0.1 0.298
H -0.001024 -0.426436 -3.489349 0.0 0.0 0.0 0.323
H -0.511366 0.364721 -4.980988 -0.1 0.1 0.0 0.232
H -2.948061 -0.240967 -4.211895 0.0 0.0 -0.1 0.300
H -1.901627 -1.488370 -4.920191 -0.1 0.0 0.0 0.443
H -3.192807 -1.715219 -2.344490 0.0 0.0 0.0 0.411
H -0.496356 -2.507823 -2.923212 0.0 0.0 0.0 0.244
H -4.454486 2.884939 0.202141 0.1 -0.1 0.0 0.141
H -5.631194 2.885436 1.495372 0.0 0.0 0.0 0.437
H -3.012821 3.259409 2.695679 0.0 0.0 -0.1 0.261
H -4.370306 4.370799 2.725754 0.0 0.0 -0.1 0.339
H -3.195474 4.453736 1.401093 0.0 0.0 0.0 0.249
C -7.892095 -8.458354 -2.606619 0.0 -0.1 0.1 -0.773
O -6.539128 -8.083562 -2.504662 0.0 0.2 -0.1 -0.255
C -5.747327 -8.560850 -3.575491 0.0 -0.1 0.1 -0.574
C -4.546931 -7.672802 -3.808101 0.1 -0.1 0.0 -0.331
O -4.847727 -6.439679 -4.437784 0.0 0.0 -0.1 -0.453
C -5.434423 -5.420740 -3.645879 -0.1 0.1 0.0 -0.531
C -4.473578 -4.738722 -2.698979 0.0 0.1 0.1 -0.299
O -4.202338 -5.547052 -1.572982 0.1 -0.1 -0.1 -0.341
C -2.947039 -5.273847 -0.989372 -0.1 -0.2 0.1 -0.354
H -8.021984 -9.541783 -2.498119 0.0 0.0 0.0 0.323
H -8.429398 -7.958304 -1.803073 0.0 0.0 0.0 0.236
H -8.319879 -8.147177 -3.566744 0.0 0.0 0.0 0.328
H -6.341447 -8.610619 -4.496356 0.0 0.0 0.0 0.350
H -5.388447 -9.573340 -3.341755 0.0 0.0 -0.1 0.390
H -3.896226 -8.195530 -4.513010 0.0 0.0 0.0 0.395
H -3.991796 -7.525543 -2.879230 -0.1 0.0 0.0 0.136
H -6.311301 -5.784939 -3.106126 0.1 0.0 0.1 0.203
H -5.766080 -4.668474 -4.365566 0.0 0.0 0.0 0.413
H -4.930706 -3.793247 -2.367780 0.1 0.0 0.0 0.318
H -3.544711 -4.503319 -3.233176 0.0 0.0 0.0 0.272
H -2.137443 -5.366489 -1.719801 0.0 0.0 0.0 0.345
H -2.801081 -6.007836 -0.198123 0.0 0.0 0.0 0.325
H -2.910632 -4.269932 -0.560778 0.0 0.1 0.0 -0.059
C 5.239505 -3.048374 8.938293 -0.1 0.0 0.1 -0.768
O 4.394954 -2.001764 8.522359 0.1 0.0 -0.2 -0.265
C 4.852657 -0.724707 8.923148 -0.1 0.0 0.1 -0.561
C 4.362278 0.352593 7.983642 -0.1 0.1 0.1 -0.396
O 5.031002 0.384646 6.735160 0.1 0.0 0.0 -0.440
C 4.681095 -0.597623 5.774658 0.0 -0.1 -0.1 -0.470
C 3.349337 -0.361937 5.101579 -0.1 -0.1 -0.1 -0.444
O 2.268610 -0.712743 5.942578 0.1 0.2 0.2 -0.337
C 1.089836 0.005373 5.646068 0.0 -0.1 0.0 -0.807
H 5.241633 -3.158185 10.029367 0.0 0.0 0.0 0.324
H 4.861672 -3.967058 8.493733 0.0 0.0 0.0 0.234
H 6.269231 -2.887398 8.598742 0.0 0.0 0.0 0.330
H 5.949081 -0.704147 8.952086 0.0 0.0 0.0 0.343
H 4.476966 -0.501592 9.931985 0.1 0.0 0.0 0.398
H 4.595073 1.312498 8.450579 0.0 0.0 0.0 0.391
H 3.278965 0.289800 7.858676 0.0 -0.1 0.0 0.171
H 4.726261 -1.605632 6.192411 -0.1 0.0 0.0 0.218
H 5.450995 -0.516594 5.003097 0.0 0.0 0.0 0.468
H 3.304709 -0.971056 4.187450 0.0 0.1 -0.1 0.482
H 3.275659 0.694965 4.812447 0.0 0.0 0.0 0.178
H 1.263267 1.086948 5.700403 0.0 0.0 0.0 0.314
H 0.346841 -0.269467 6.392111 0.0 0.0 0.0 0.302
H 0.700845 -0.239226 4.651386 0.0 0.0 0.0 0.364
```
Positions in Å, forces in eV/Å.

The value obtained for the HOMO energy is -9.1 eV. As for the SMILES: [H]/N=C\CCO[C@@H](CCCO)[C@](Br)(CCCP(=O)(OCC)OCC)O[C@H](CCOC(=O)CC)CCSc1nnco1.COCCOCCOC.COCCOCCOC. For the LUMO energy, the calculation gives 0.25 eV. As for the gap between HOMO and LUMO: 0.342 Eh.

(2)
# C37H73Cl10INO3

C37H73Cl10INO3 as an isolated structure (ωB97M-V/def2-TZVPD, the OMol25 dataset).

```
125
Properties=species:S:1:pos:R:3:forces:R:3:mulliken_charge:R:1
C -0.747056 -5.150994 0.030723 -0.1 -0.2 0.0 -1.346
C -0.869727 -3.836582 0.071567 0.0 0.3 0.0 -0.913
C -0.146659 -2.858708 0.981016 0.0 -0.1 0.0 2.172
C 1.263471 -2.589178 0.441519 0.0 0.1 0.0 -1.101
C 2.254775 -3.764491 0.392551 0.0 -0.1 -0.2 -0.761
C 3.600749 -3.396507 1.012410 0.1 0.1 0.1 -1.011
C 4.355771 -2.352761 0.167095 -0.1 0.1 0.0 -0.111
C 4.550319 -0.990022 0.836869 0.0 -0.1 -0.1 0.215
O 5.816460 -0.888896 1.461970 -0.1 0.0 0.3 -0.229
C 6.663729 0.125874 0.967054 0.1 0.0 0.0 -0.734
C -0.918852 -1.545468 1.191074 -0.1 0.1 0.1 0.570
C -0.964201 -0.668427 -0.080283 0.0 0.0 0.1 -0.403
C 0.050277 0.478428 -0.106387 0.0 0.0 0.1 -0.384
C -0.199427 1.511613 0.990492 0.0 0.0 0.0 -0.950
C -2.332984 -1.721096 1.827557 -0.1 0.1 0.0 0.848
C -3.439026 -2.213460 0.869488 0.1 -0.1 0.0 -1.060
C -4.766790 -1.462905 1.024940 0.1 0.0 0.0 -1.274
C -4.696419 -0.009485 0.545528 0.0 0.0 0.0 0.220
C -5.987507 0.476341 -0.109695 0.1 0.1 -0.1 -0.490
C -6.010425 1.985097 -0.303078 0.1 0.0 0.1 -0.924
O -5.091487 2.338456 -1.331234 0.0 0.0 -0.1 -0.314
C -3.895114 2.959913 -0.889288 0.1 0.1 0.0 0.095
C -2.872806 2.891284 -2.001716 -0.1 -0.2 0.0 -1.074
C -2.198476 -2.508484 3.145322 0.2 0.0 0.0 -0.718
I -3.997671 -3.277568 4.024465 -0.1 0.0 0.1 0.132
C -1.290200 -3.730292 3.091054 0.0 -0.1 0.0 -1.707
N 0.003169 -3.545293 2.342851 0.0 0.1 0.0 0.346
O 1.107099 -3.045909 3.075121 -0.1 -0.1 0.0 -0.145
C 0.867172 -2.060971 4.120296 -0.2 -0.1 -0.1 -0.173
C 2.232671 -1.478226 4.447058 0.1 0.0 0.0 0.312
C 2.183255 0.024480 4.790834 0.0 0.0 0.1 -0.681
C 3.095449 0.864910 3.900321 -0.1 0.0 0.0 -0.980
H -0.143065 -5.741038 0.713372 0.0 0.0 0.0 0.227
H -1.276856 -5.724343 -0.717377 0.0 0.0 0.0 0.393
H -1.520817 -3.360296 -0.649036 0.1 0.0 -0.1 0.237
H 1.102507 -2.194252 -0.561252 0.1 0.0 0.0 1.260
H 1.703650 -1.778442 1.026207 -0.1 0.0 0.0 0.084
H 1.862084 -4.675535 0.856833 0.0 0.1 0.1 0.348
H 2.417168 -4.030057 -0.654179 0.0 -0.1 0.1 0.199
H 3.424924 -2.980231 2.009600 0.1 -0.2 0.0 0.199
H 4.194428 -4.301367 1.146453 0.0 0.0 0.0 0.466
H 5.346274 -2.727318 -0.094094 0.0 0.0 -0.1 0.384
H 3.821519 -2.198131 -0.772827 0.1 -0.1 0.0 -0.357
H 3.792307 -0.843525 1.619438 0.0 0.0 -0.2 -0.708
H 4.421388 -0.185744 0.104920 0.1 0.0 0.0 0.505
H 6.120964 1.055489 0.768986 0.0 0.0 0.0 0.316
H 7.411606 0.323729 1.734327 0.0 0.0 0.0 0.211
H 7.174810 -0.184131 0.048253 -0.1 0.0 0.0 0.286
H -0.328451 -0.972098 1.912665 0.0 -0.1 0.0 -0.717
H -1.953001 -0.214246 -0.135593 0.0 0.0 -0.1 -0.684
H -0.856346 -1.278244 -0.981345 0.0 0.0 0.0 0.529
H 1.072465 0.099846 -0.028738 0.0 0.0 0.0 -0.113
H -0.021932 0.962495 -1.082385 0.0 0.0 0.0 0.709
H 0.123021 1.166472 1.976985 0.0 -0.1 0.0 0.080
H 0.349667 2.431249 0.791204 0.0 0.0 0.0 0.479
H -1.261962 1.761810 1.058087 0.0 0.0 0.0 0.004
H -2.598099 -0.704522 2.134593 -0.1 0.0 -0.1 0.236
H -3.591649 -3.289794 0.988104 0.0 0.0 0.0 0.641
H -3.114613 -2.069610 -0.162843 0.0 0.0 0.0 0.520
H -5.526872 -2.002784 0.455263 0.0 0.0 0.0 0.432
H -5.085909 -1.476772 2.067694 -0.1 -0.1 -0.1 0.207
H -3.895224 0.096216 -0.191822 0.0 0.0 0.0 -0.269
H -4.444100 0.657407 1.378044 0.0 -0.1 0.0 0.450
H -6.867750 0.142880 0.447068 0.0 0.1 0.1 0.394
H -6.032487 0.045059 -1.113959 -0.3 -0.2 0.1 0.056
H -5.744125 2.506263 0.624588 -0.1 0.0 0.0 0.437
H -7.005001 2.325264 -0.599213 0.0 0.0 -0.1 0.404
H -3.523152 2.456803 0.013987 0.0 0.0 0.0 0.039
H -4.078615 4.007217 -0.622959 -0.1 -0.1 0.0 0.247
H -2.620934 1.852196 -2.232787 0.0 0.0 0.0 0.166
H -1.962989 3.420960 -1.721582 0.0 0.0 0.0 0.378
H -3.265699 3.349140 -2.909341 0.0 0.0 0.0 0.313
H -1.865065 -1.832418 3.923827 0.2 0.0 0.0 0.661
H -1.780868 -4.556638 2.580800 0.0 0.0 -0.1 0.697
H -1.025781 -4.075262 4.088053 0.0 0.0 0.0 0.583
H 0.329180 -4.488372 2.128721 0.1 0.0 0.0 0.570
H 0.403138 -2.554739 4.975999 0.0 0.0 0.0 0.384
H 0.202201 -1.286504 3.748627 0.0 0.0 0.0 -0.074
H 2.862649 -1.627075 3.566065 0.0 0.0 0.1 -0.368
H 2.692201 -2.046319 5.255411 0.0 0.0 -0.1 0.510
H 2.467746 0.168721 5.833301 0.0 0.0 0.0 0.378
H 1.156272 0.395867 4.714921 0.0 0.0 0.0 0.309
H 2.968574 0.598737 2.846934 0.0 0.1 0.1 0.053
H 4.143666 0.716212 4.160519 0.0 -0.1 -0.1 0.387
H 2.876828 1.927651 4.000938 0.0 0.0 0.1 0.421
Cl -3.141489 9.633520 0.056721 0.0 0.0 0.0 -0.188
C -3.220809 8.773022 -1.500958 0.0 0.0 0.0 -0.512
C -3.722291 7.360488 -1.342160 0.0 0.0 0.0 -0.459
Cl -2.552323 6.335918 -0.460349 0.0 0.0 0.0 -0.182
H -2.225447 8.787794 -1.937585 0.0 0.0 0.0 0.289
H -3.904926 9.326625 -2.141644 0.0 0.0 0.0 0.360
H -3.859258 6.909029 -2.323724 0.0 0.0 0.0 0.256
H -4.658974 7.329776 -0.791972 0.0 0.0 0.0 0.452
Cl 3.879251 -0.721150 -3.084761 0.0 0.1 0.0 -0.139
C 4.694514 -1.731661 -4.314679 0.0 -0.1 0.0 -0.522
C 3.925767 -2.999060 -4.590766 0.0 0.0 0.0 -0.455
Cl 3.911685 -4.095635 -3.180643 0.0 0.0 0.0 -0.159
H 5.694042 -1.942849 -3.944607 0.0 0.0 0.0 0.305
H 4.761123 -1.137419 -5.223470 0.0 0.0 0.0 0.370
H 4.394633 -3.538347 -5.411381 0.0 0.0 0.0 0.347
H 2.891021 -2.785305 -4.844538 0.0 0.0 0.0 0.293
Cl -6.932631 -0.509680 -3.854796 0.0 0.0 0.0 -0.222
C -6.087988 1.000604 -4.315210 0.0 0.0 0.0 0.135
C -6.941466 1.879868 -5.189919 0.0 0.0 0.0 -0.480
Cl -7.207518 1.175921 -6.807302 0.0 0.0 0.0 -0.199
H -5.169495 0.714152 -4.823422 0.0 0.0 0.0 0.296
H -5.849052 1.524590 -3.390830 0.0 0.0 0.0 -0.187
H -6.433884 2.831147 -5.336704 0.0 0.0 0.0 0.311
H -7.917143 2.053485 -4.743308 0.0 0.0 0.0 0.350
Cl 11.375801 -0.810531 3.681341 0.0 0.0 0.0 -0.183
C 10.018459 -1.763755 3.031526 0.0 0.0 0.0 -0.360
C 8.817301 -1.738567 3.942395 -0.1 0.0 0.0 -0.258
Cl 9.103235 -2.618981 5.465666 0.0 0.0 0.0 -0.191
H 10.372998 -2.779487 2.876449 0.0 0.0 0.0 0.367
H 9.750384 -1.325923 2.071062 0.0 0.0 0.0 0.214
H 7.975662 -2.219530 3.445740 0.0 0.0 0.0 0.127
H 8.542498 -0.718910 4.201510 0.0 0.0 0.0 0.293
Cl -2.532641 3.285508 -6.016474 0.0 0.0 0.0 -0.152
C -1.846251 4.887090 -6.410180 0.0 0.0 0.0 -0.498
C -0.763553 5.285051 -5.439369 0.0 0.0 0.0 -0.593
Cl -1.412261 5.589439 -3.803492 0.1 0.1 0.0 -0.074
H -2.664429 5.602256 -6.407803 0.0 0.0 0.0 0.300
H -1.431947 4.815585 -7.413818 0.0 0.0 0.0 0.354
H -0.287804 6.204131 -5.775440 0.0 0.0 0.0 0.332
H -0.014203 4.503238 -5.348057 0.0 0.0 0.0 0.337
```
Positions in Å, forces in eV/Å.

The total charge is +1. The value obtained for the HOMO energy is -11.4 eV. For the LUMO energy, the calculation gives -2.23 eV. As for the gap between HOMO and LUMO: 0.339 Eh.